No. 1
The following is a quantum chemistry calculation of a molecular structure, C12H30F6K2N3O20P2S6 in a non-equilibrium geometry, from the OMol25 dataset.

Structure (XYZ):
```
81
Properties=species:S:1:pos:R:3:forces:R:3
K -20.542650 -9.707070 -4.252850 -0.681 -0.028 -0.108
K -19.295410 -7.566580 -11.350830 -0.545 -0.038 0.598
N -23.110040 -5.945500 -2.417970 5.003 8.151 -2.381
S -22.545130 -5.693640 -3.924570 -0.291 3.217 -4.465
O -23.556410 -5.482920 -5.020920 2.613 -0.388 3.646
O -21.409790 -6.474760 -4.290190 0.075 -0.749 0.429
F -21.852580 -4.289810 -3.703230 -0.655 0.214 0.361
S -23.739130 -7.195020 -2.664100 -9.506 -10.878 2.840
O -22.904020 -8.368190 -2.852170 -0.156 0.616 -1.271
O -25.129600 -7.172980 -3.198830 3.572 -0.221 0.214
F -24.065890 -7.411700 -1.107330 -0.345 -0.295 0.649
N -19.816560 -8.855240 -6.993210 -0.096 4.405 1.024
S -20.553320 -7.512580 -7.654150 1.962 6.349 1.862
O -21.961470 -7.412960 -7.426730 0.790 -0.383 -0.919
O -19.931860 -6.871460 -8.870600 -1.590 -2.377 2.354
F -19.998480 -6.473350 -6.538660 0.086 -1.052 -0.896
S -20.403620 -9.772370 -8.017080 0.582 -8.641 -2.179
O -19.656000 -9.692160 -9.259800 -0.965 -0.323 -0.017
O -21.800660 -9.976010 -7.974390 -0.718 0.342 -1.007
F -19.951250 -11.230700 -7.335300 0.370 1.931 -0.788
N -21.564520 -15.062410 -4.875610 4.632 0.794 -2.807
S -20.071990 -14.682150 -5.682320 3.387 -3.912 -0.994
O -18.951140 -14.482740 -4.768190 -2.007 0.424 -0.863
O -19.964490 -14.080510 -7.018930 -1.203 0.068 2.528
F -19.850010 -16.228550 -6.131070 -0.062 0.275 0.430
S -22.170170 -13.685770 -5.197180 -6.221 2.802 3.726
O -23.103600 -13.553820 -6.260550 0.407 -0.559 -0.753
O -21.565090 -12.461610 -4.762560 2.403 0.745 -0.870
F -23.102570 -13.799040 -3.858900 -1.055 -0.319 -0.318
C -17.068230 -11.909640 -9.631960 -0.439 -1.613 1.576
C -16.731930 -12.306600 -8.114270 -0.593 1.543 -2.608
O -15.287790 -12.198180 -7.973110 0.305 0.413 0.829
P -14.569150 -10.768860 -7.948950 -1.638 0.664 0.460
O -15.520770 -9.680990 -7.567250 1.551 -1.002 -0.962
O -13.333790 -10.947710 -6.928890 -0.088 -0.616 -0.665
C -13.503040 -10.393030 -5.624970 -0.570 0.681 1.278
C -13.054530 -8.965240 -5.635090 -0.909 0.891 -0.432
O -13.847790 -10.639400 -9.405750 -1.982 0.356 2.231
C -13.023410 -11.699030 -9.788460 1.441 0.372 -2.262
C -12.470720 -11.291170 -11.204670 0.195 -0.549 1.759
H -16.451780 -12.534640 -10.278080 -0.202 0.017 -0.232
H -18.125810 -12.165570 -9.696180 -0.061 -0.184 -0.524
H -17.008680 -10.864160 -9.934490 0.443 0.065 0.669
H -17.380960 -11.630260 -7.558010 0.915 0.310 0.746
H -17.049700 -13.305290 -7.814700 0.427 -0.085 -0.472
H -14.546020 -10.471400 -5.318150 -0.206 0.241 -0.311
H -13.010950 -10.859880 -4.771740 0.716 -1.126 -0.863
H -13.251660 -8.478760 -4.679800 0.349 -0.162 0.218
H -12.024830 -8.824890 -5.963920 0.000 -0.133 0.175
H -13.730440 -8.455260 -6.321510 0.249 0.257 -0.240
H -12.189800 -11.708760 -9.086250 0.204 -0.384 -0.120
H -13.467980 -12.692130 -9.853280 -0.546 0.198 0.341
H -11.964760 -10.339560 -11.041780 0.316 -0.133 -0.270
H -11.780940 -12.111770 -11.401940 0.302 0.330 -0.639
H -13.178400 -11.147800 -12.021210 -0.299 -0.360 0.354
C -22.125870 -4.101120 -8.383140 0.279 -0.450 0.465
C -23.050600 -5.029990 -9.132540 0.823 0.108 -0.204
O -23.312490 -4.475660 -10.422550 0.389 0.367 -2.460
P -22.829120 -5.172250 -11.799910 1.250 0.113 2.651
O -21.667540 -6.112940 -11.598340 -0.837 1.039 -0.803
O -22.537550 -3.891150 -12.766700 -0.926 -2.090 0.429
C -21.298390 -3.192670 -12.937620 1.154 0.945 -0.089
C -20.590000 -3.470300 -14.255770 -0.557 -1.211 -1.797
O -24.166300 -5.915190 -12.205540 1.131 1.704 -1.388
C -24.588270 -7.137940 -11.620070 -0.269 -0.957 -0.835
C -26.012810 -7.366430 -12.155410 0.904 -0.817 1.145
H -21.829460 -4.677510 -7.506770 -0.390 0.553 0.652
H -21.153680 -3.882870 -8.825080 -0.155 -0.256 -0.786
H -22.597000 -3.136950 -8.192040 -0.077 -0.198 0.444
H -22.578490 -6.001040 -9.281800 -0.207 -0.012 0.334
H -24.023880 -5.110750 -8.648490 0.198 -0.182 0.183
H -21.579910 -2.146590 -12.816920 0.013 0.015 -0.287
H -20.512340 -3.337500 -12.196510 -0.609 -0.648 0.710
H -19.570550 -3.165530 -14.492280 0.113 0.735 1.161
H -20.495390 -4.541190 -14.435570 -0.213 -0.400 0.490
H -21.105570 -3.178620 -15.170760 -0.608 0.417 0.256
H -23.983390 -7.968550 -11.983820 0.290 0.160 -0.579
H -24.366360 -7.231820 -10.557040 -0.775 0.734 0.316
H -26.790130 -6.826920 -11.614290 0.115 0.055 -0.180
H -26.044200 -7.199620 -13.232110 0.036 0.203 0.167
H -26.110480 -8.439150 -11.988580 -0.737 -0.088 -0.055
```
Positions in Å, forces in eV/Å.

Results
* total charge: -1
* relative energy (zero: lowest compared OMol25 entry of this formula, charge and spin): 7.1 kcal/mol
* energy: -190898.286 eV
* max |F|: 14.7 eV/A

The net atomic charges from Löwdin, expressed in e, are: atom 1 (K): 0.86, atom 2 (K): 0.91, atom 3 (N): -0.25, atom 4 (S): 0.56, atom 5 (O): -0.30, atom 6 (O): -0.31, atom 7 (F): -0.18, atom 8 (S): 0.40, atom 9 (O): -0.34, atom 10 (O): -0.30, atom 11 (F): -0.22, atom 12 (N): -0.28, atom 13 (S): 0.60, atom 14 (O): -0.23, atom 15 (O): -0.41, atom 16 (F): -0.20, atom 17 (S): 0.41, atom 18 (O): -0.34, atom 19 (O): -0.23, atom 20 (F): -0.22, atom 21 (N): -0.23, atom 22 (S): 0.60, atom 23 (O): -0.31, atom 24 (O): -0.31, atom 25 (F): -0.24, atom 26 (S): 0.40, atom 27 (O): -0.26, atom 28 (O): -0.36, atom 29 (F): -0.25, atom 30 (C): -0.06, atom 31 (C): -0.19, atom 32 (O): -0.20, atom 33 (P): 0.48, atom 34 (O): -0.24, atom 35 (O): -0.18, atom 36 (C): -0.29, atom 37 (C): -0.09, atom 38 (O): -0.18, atom 39 (C): -0.30, atom 40 (C): -0.06, atom 41 (H): 0.06, atom 42 (H): 0.07, atom 43 (H): 0.06, atom 44 (H): 0.09, atom 45 (H): 0.12, atom 46 (H): 0.11, atom 47 (H): 0.12, atom 48 (H): 0.08, atom 49 (H): 0.08, atom 50 (H): 0.06, atom 51 (H): 0.11, atom 52 (H): 0.12, atom 53 (H): 0.07, atom 54 (H): 0.07, atom 55 (H): 0.07, atom 56 (C): -0.05, atom 57 (C): -0.26, atom 58 (O): -0.19, atom 59 (P): 0.51, atom 60 (O): -0.34, atom 61 (O): -0.17, atom 62 (C): -0.26, atom 63 (C): -0.08, atom 64 (O): -0.18, atom 65 (C): -0.25, atom 66 (C): -0.05, atom 67 (H): 0.06, atom 68 (H): 0.08, atom 69 (H): 0.08, atom 70 (H): 0.08, atom 71 (H): 0.14, atom 72 (H): 0.12, atom 73 (H): 0.12, atom 74 (H): 0.08, atom 75 (H): 0.07, atom 76 (H): 0.07, atom 77 (H): 0.11, atom 78 (H): 0.13, atom 79 (H): 0.08, atom 80 (H): 0.08, atom 81 (H): 0.08

No. 2
The following is a quantum chemistry calculation of 2 unconnected molecules or ions with the total composition C27H52N2O8P2 in a non-equilibrium geometry, from the OMol25 dataset.

Structure (XYZ):
```
91
Properties=species:S:1:pos:R:3:forces:R:3
C 4.366419 2.942030 2.016572 0.098 0.061 0.079
C 4.212088 3.159625 0.516089 0.576 0.016 0.326
O 2.867196 3.568604 0.215100 -0.356 0.035 0.081
P 2.177435 2.976550 -1.086908 0.780 0.055 -0.946
O 3.061378 2.846374 -2.253629 -0.188 -0.125 0.275
C 1.551406 1.363021 -0.564771 -0.165 0.152 0.736
C 0.687063 1.488705 0.691215 0.199 0.623 -0.366
N -0.390077 0.458766 0.845634 0.182 -0.034 0.215
C 0.133764 -0.937664 1.177196 0.466 -0.750 -0.134
O 1.515863 -0.893171 1.336492 -0.049 0.290 -0.052
C 2.127594 -2.195677 1.274491 0.389 -0.298 0.293
C 3.079765 -2.428920 0.102115 0.075 -0.007 -0.408
C 2.585049 -1.829997 -1.227596 0.144 0.150 0.293
C 4.540725 -2.060152 0.444216 -0.096 -0.119 0.110
C 5.483597 -2.233576 -0.743655 0.082 -0.104 0.086
C 4.681338 -0.691720 1.105536 0.283 -0.286 0.123
C -0.593879 -1.509884 2.369335 -0.001 -0.016 0.256
O -1.966694 -1.458614 2.076353 0.016 -0.030 0.076
C -2.539559 -0.179742 2.080248 -0.440 0.243 0.011
C -3.280130 -0.008069 3.417552 -0.436 -0.210 -0.306
O -2.500225 -0.379768 4.524775 0.133 0.245 0.121
O -3.112624 -1.568321 5.066062 -0.019 0.001 -0.091
C -3.604646 -0.169797 0.960637 0.583 -0.433 -0.140
C -2.948023 -0.225150 -0.400303 -0.280 0.417 -0.586
C -2.777808 1.000694 -1.076118 0.025 -0.347 -0.296
C -2.190791 1.071298 -2.338364 -0.125 -0.396 0.048
C -1.758249 -0.102119 -2.954186 -0.075 -0.008 0.532
C -1.919912 -1.314683 -2.289744 -0.002 0.207 -0.063
C -2.522748 -1.410335 -1.029383 0.051 -0.003 0.027
C -2.744546 -2.791707 -0.470253 0.027 -0.179 -0.467
C -1.509673 0.954166 1.756148 0.115 -0.009 0.384
P -0.855131 1.948073 3.191077 0.950 -0.642 0.625
N 0.198528 1.213666 4.083884 -0.104 0.255 -0.386
O 0.961254 3.974736 -1.232472 -0.245 -0.189 0.373
C -0.208696 3.575197 -1.991565 0.163 0.343 -0.103
C 0.104773 3.227069 -3.427996 -0.056 -0.076 -0.208
H 3.398085 2.806461 2.496926 -0.051 -0.082 -0.048
H 4.856381 3.787044 2.497206 -0.100 0.078 0.004
H 4.976652 2.063548 2.221680 -0.022 -0.051 -0.020
H 4.896345 3.937124 0.180879 -0.140 0.087 -0.128
H 4.494938 2.261139 -0.031467 -0.269 -0.058 -0.144
H 1.066544 0.845582 -1.392164 0.016 -0.029 -0.062
H 2.453247 0.838429 -0.257708 -0.028 -0.334 -0.420
H 1.327107 1.468029 1.565624 -0.117 -0.126 0.147
H 0.185934 2.457009 0.667148 -0.227 -0.104 0.022
H -0.851966 0.380528 -0.073594 -0.112 -0.141 0.015
H -0.096481 -1.580156 0.320700 -0.307 0.323 -0.161
H 2.683204 -2.299400 2.208599 -0.049 -0.084 0.044
H 1.376961 -2.987036 1.276778 -0.231 0.178 -0.096
H 3.082087 -3.514242 -0.039129 -0.038 -0.034 0.106
H 1.524228 -1.582523 -1.196679 -0.054 -0.098 -0.099
H 2.756055 -2.522645 -2.047345 -0.046 0.002 -0.061
H 3.128171 -0.914730 -1.462690 -0.097 0.077 -0.050
H 4.854177 -2.806461 1.183278 0.022 0.103 0.122
H 6.483504 -1.884901 -0.484069 0.015 0.026 0.016
H 5.579654 -3.289469 -1.002510 -0.098 0.004 -0.123
H 5.164895 -1.688107 -1.630086 -0.016 0.057 -0.014
H 5.738281 -0.500891 1.301408 0.012 0.135 -0.124
H 4.291236 0.110941 0.482159 -0.027 0.083 -0.019
H 4.199094 -0.679802 2.083540 -0.222 0.172 -0.086
H -0.339817 -2.565743 2.443547 0.005 -0.011 0.012
H -0.319317 -1.027395 3.310264 -0.023 0.218 -0.065
H -4.145178 -0.668248 3.359154 0.021 -0.062 0.064
H -3.679666 1.001151 3.549081 0.097 0.070 0.053
H -2.477046 -1.786813 5.761061 0.056 0.062 0.017
H -4.245714 -1.035923 1.124714 -0.060 0.026 -0.045
H -4.197262 0.742200 1.043349 -0.112 -0.015 0.038
H -3.154303 1.911837 -0.621627 -0.110 0.026 -0.037
H -2.113207 2.016879 -2.858377 -0.179 -0.152 0.074
H -1.343982 -0.084235 -3.952245 0.022 0.012 -0.030
H -1.642982 -2.236519 -2.785520 -0.090 -0.020 -0.044
H -3.786735 -2.931507 -0.186258 0.019 -0.003 0.173
H -2.572878 -3.513398 -1.268206 -0.185 0.017 -0.085
H -2.083226 -3.035196 0.358654 -0.135 0.102 0.155
H -2.056921 1.660106 1.127663 0.109 0.177 0.104
H -2.029149 2.308613 3.860147 -0.224 0.071 -0.275
H -0.418659 3.139468 2.591191 -0.336 0.154 -0.080
H 1.087396 1.698136 4.112754 0.072 -0.116 0.163
H -0.857601 4.447931 -1.964538 -0.019 0.025 0.115
H -0.714767 2.757368 -1.474136 0.159 0.087 0.017
H -0.830866 3.150914 -3.983502 0.043 0.050 -0.040
H 0.630623 2.279506 -3.540596 0.057 -0.004 0.088
H 0.708829 4.004491 -3.891515 0.031 0.034 0.053
C -6.232158 -2.103725 -3.855618 0.004 0.165 -0.110
C -4.741205 -2.502686 -3.930771 -0.014 0.313 0.112
O -4.439665 -3.651808 -3.311643 0.327 0.148 0.139
H -6.545587 -2.011620 -2.811549 -0.008 -0.097 0.023
H -6.420209 -1.139592 -4.354265 0.047 -0.053 0.013
H -6.850245 -2.861526 -4.342614 -0.009 -0.068 0.078
H -4.188248 -1.599937 -3.514435 -0.106 0.016 -0.049
H -4.480412 -2.447710 -5.026437 0.025 -0.191 0.031
```
Positions in Å, forces in eV/Å.

Results
* total charge: 0
* energy: -66773.818 eV
* max |F|: 1.3 eV/A

The net atomic charges from Löwdin, expressed in e, are: atom 1 (C): -0.05, atom 2 (C): -0.25, atom 3 (O): -0.19, atom 4 (P): 0.46, atom 5 (O): -0.24, atom 6 (C): -0.15, atom 7 (C): -0.17, atom 8 (N): 0.04, atom 9 (C): -0.24, atom 10 (O): -0.09, atom 11 (C): -0.13, atom 12 (C): -0.30, atom 13 (C): -0.03, atom 14 (C): -0.40, atom 15 (C): -0.06, atom 16 (C): -0.06, atom 17 (C): -0.10, atom 18 (O): -0.05, atom 19 (C): -0.42, atom 20 (C): -0.16, atom 21 (O): -0.15, atom 22 (O): 0.01, atom 23 (C): -0.04, atom 24 (C): -0.18, atom 25 (C): -0.07, atom 26 (C): -0.10, atom 27 (C): -0.05, atom 28 (C): -0.04, atom 29 (C): -0.20, atom 30 (C): -0.02, atom 31 (C): -0.23, atom 32 (P): 0.81, atom 33 (N): -0.25, atom 34 (O): -0.19, atom 35 (C): -0.25, atom 36 (C): -0.08, atom 37 (H): 0.07, atom 38 (H): 0.08, atom 39 (H): 0.06, atom 40 (H): 0.12, atom 41 (H): 0.09, atom 42 (H): 0.11, atom 43 (H): 0.07, atom 44 (H): 0.11, atom 45 (H): 0.10, atom 46 (H): 0.14, atom 47 (H): 0.16, atom 48 (H): 0.13, atom 49 (H): 0.13, atom 50 (H): 0.14, atom 51 (H): 0.06, atom 52 (H): 0.09, atom 53 (H): 0.07, atom 54 (H): 0.14, atom 55 (H): 0.08, atom 56 (H): 0.09, atom 57 (H): 0.07, atom 58 (H): 0.09, atom 59 (H): 0.06, atom 60 (H): 0.08, atom 61 (H): 0.14, atom 62 (H): 0.12, atom 63 (H): 0.14, atom 64 (H): 0.12, atom 65 (H): 0.11, atom 66 (H): 0.14, atom 67 (H): 0.14, atom 68 (H): 0.12, atom 69 (H): 0.08, atom 70 (H): 0.11, atom 71 (H): 0.13, atom 72 (H): 0.10, atom 73 (H): 0.08, atom 74 (H): 0.07, atom 75 (H): 0.11, atom 76 (H): 0.02, atom 77 (H): 0.02, atom 78 (H): -0.02, atom 79 (H): 0.13, atom 80 (H): 0.07, atom 81 (H): 0.08, atom 82 (H): 0.08, atom 83 (H): 0.09, atom 84 (C): -0.15, atom 85 (C): -0.62, atom 86 (O): -0.35, atom 87 (H): 0.04, atom 88 (H): 0.04, atom 89 (H): 0.05, atom 90 (H): 0.05, atom 91 (H): 0.07

Number 1: lowest unoccupied orbital energy 0.50 eV. Number 2: lowest unoccupied orbital energy -0.35 eV.